Below is a structure of composition C30H42Cl4KN3O6SSeSi2, with properties calculated with ωB97M-V with the def2-TZVPD basis set.

Calculated values
total charge	-2
relative energy (zero: lowest compared OMol25 entry of this formula, charge and spin)	223.4	kJ/mol
LUMO level	0.141	Ha
HOMO energy	-1.8274	eV
Kohn-Sham gap	5.7	eV

Each line ends with the Löwdin charge.
Geometry (Å):
K 1.242 0.253 0.473  0.77
O 0.051 3.038 2.309  -0.37
Cl 1.010 2.226 3.031  0.63
O 1.321 2.822 4.293  -0.33
O 2.217 2.109 2.220  -0.42
O 0.461 0.906 3.207  -0.39
C -1.955 1.778 -0.457  -0.26
Si -2.484 -0.040 -0.226  0.74
C -1.558 -1.125 1.033  -0.25
N -0.419 -1.940 0.656  -0.25
C -0.752 -2.918 -0.386  -0.20
C 0.141 -4.144 -0.288  -0.20
C -0.127 -4.899 1.018  -0.18
C -0.341 -3.913 2.186  -0.15
C 0.250 -2.559 1.816  -0.21
C -3.127 -1.015 -1.710  -0.23
C -4.332 -1.715 -1.590  -0.10
C -4.792 -2.540 -2.609  -0.10
C -4.054 -2.682 -3.774  -0.10
C -2.855 -1.997 -3.915  -0.08
C -2.403 -1.177 -2.893  -0.12
C -4.060 0.403 0.767  -0.24
C -5.150 0.973 0.098  -0.11
C -6.289 1.389 0.770  -0.10
C -6.366 1.251 2.151  -0.11
C -5.298 0.699 2.840  -0.09
C -4.163 0.281 2.153  -0.08
H -1.447 2.088 0.469  0.07
H -2.822 2.435 -0.526  0.06
H -2.380 -1.753 1.438  0.09
H -1.254 -0.469 1.859  0.07
H -0.654 -2.444 -1.363  0.07
H -1.807 -3.237 -0.286  0.12
H 1.189 -3.838 -0.336  0.06
H -0.035 -4.786 -1.154  0.10
H 0.716 -5.559 1.238  0.09
H -1.014 -5.532 0.902  0.10
H 0.128 -4.281 3.101  0.10
H -1.409 -3.793 2.401  0.10
H 1.304 -2.693 1.565  0.06
H 0.199 -1.861 2.654  0.12
H -4.922 -1.624 -0.685  0.10
H -5.726 -3.077 -2.485  0.09
H -4.408 -3.331 -4.568  0.09
H -2.255 -2.104 -4.810  0.08
H -1.461 -0.658 -2.995  0.05
H -5.110 1.090 -0.982  0.10
H -7.114 1.824 0.219  0.09
H -7.251 1.577 2.684  0.09
H -5.340 0.596 3.918  0.10
H -3.343 -0.137 2.725  0.10
C -3.254 3.256 -4.221  -0.11
C -2.559 1.976 -3.772  -0.26
C -1.074 2.172 -3.432  -0.24
S -0.886 2.543 -1.690  0.91
O -1.490 3.909 -1.676  -0.44
C 0.811 2.880 -1.191  -0.26
C 1.264 4.301 -1.526  -0.26
C 0.927 5.327 -0.451  -0.10
H -4.306 3.067 -4.449  0.07
H -2.781 3.654 -5.123  0.07
H -3.189 4.014 -3.441  0.06
H -2.614 1.216 -4.553  0.11
H -3.089 1.546 -2.919  0.09
H -0.700 3.082 -3.909  0.11
H -0.451 1.330 -3.694  0.01
H 1.441 2.110 -1.647  0.06
H 0.792 2.763 -0.105  0.06
H 0.855 4.611 -2.490  0.10
H 2.350 4.246 -1.651  0.11
H -0.151 5.423 -0.343  0.06
H 1.345 6.304 -0.705  0.06
H 1.338 5.018 0.513  0.07
Se 4.003 -3.502 0.968  0.40
C 3.356 -3.979 2.671  -0.79
C 3.055 -3.041 3.673  -0.16
C 2.544 -3.452 4.890  -0.19
N 2.305 -4.725 5.227  0.01
C 2.600 -5.622 4.281  -0.21
C 3.109 -5.314 3.034  -0.17
H 3.210 -1.986 3.483  0.09
H 2.305 -2.708 5.645  0.09
H 2.411 -6.663 4.539  0.08
H 3.313 -6.105 2.323  0.08
O -0.260 0.544 -1.600  -0.65
N 1.005 0.273 -2.175  -0.39
Cl 3.342 -0.156 -3.986  0.22
Si 1.426 -0.699 -3.416  -0.72
Cl 1.548 -2.764 -3.179  0.27
Cl 0.317 -0.607 -5.246  0.20